1.
A single C4H6N4O molecule at a distorted geometry. Source: OMol25; level of theory: ωB97M-V/def2-TZVPD.

Its SMILES is N#C[C@H](N)[C@](N)(O)C#N. The HOMO energy is -9.942 eV.

```
! RIJCOSX wB97M-V def2-TZVPD def2/J DEFGRID3
* xyz 0 1
O -0.7206 0.6222 1.7882
H 1.5321 -1.6674 -0.1667
H 1.2733 1.3709 0.5139
H 2.2864 -0.8505 1.2999
H -1.4860 1.9071 -0.7079
C 0.9511 0.3911 0.0001
N 0.7998 0.3936 -2.5982
C -0.7709 -1.2899 0.3181
H -1.6537 0.5071 2.0897
C 0.9219 0.3610 -1.4585
N 1.8791 -0.6872 0.3081
N -1.7147 0.8384 -0.5440
H -1.8290 0.3238 -1.4398
C -0.5463 0.1705 0.4768
N -0.9227 -2.3908 0.1203
*
```



2.
A molecular structure, C31H46BrN3OP2Pb at a distorted geometry. Source: OMol25; level of theory: ωB97M-V/def2-TZVPD.

The HOMO energy (alpha / beta) is -18.539 / -18.749 eV.

```
! RIJCOSX wB97M-V def2-TZVPD def2/J DEFGRID3
* xyz 4 1
H -4.9538 -3.1568 -0.9082
C -3.9225 5.3616 -2.6833
P 4.3805 0.2689 -1.2015
H -1.9068 0.4043 4.6508
C -1.9687 2.5681 3.2300
H 5.4917 2.6278 -0.2969
H 0.1056 -4.6090 -4.6764
P -1.2813 -3.1168 -1.5398
C -3.0964 4.3208 -3.2047
C -3.4030 3.8896 -4.5325
H 6.1948 -1.4350 0.7515
C 3.6044 -0.4627 -2.6865
H -4.9084 3.8948 -6.1038
H 5.3997 -0.1099 1.6423
N -2.0470 -0.2553 3.9045
C -0.6177 -4.0175 -4.0981
C -4.0121 -2.5984 -0.8855
C -3.0492 -3.2248 -1.9073
H 0.0701 -4.9364 -2.2325
H -0.7003 -3.0443 -4.5910
H -1.1698 -5.7681 -0.4397
H 4.9692 -1.8006 1.9723
H 3.1625 -0.8527 0.5540
H -2.5967 1.3921 -1.0500
H -1.6849 4.6973 3.5816
C -1.1919 2.6374 -2.9712
N -5.4441 5.1724 -4.5496
C -1.2591 1.2048 -2.7345
H 3.5402 0.3229 -3.4575
H 0.3033 -1.7106 -3.6256
H -5.8017 6.4370 -2.9373
C -1.3380 4.1589 1.5309
C -0.3107 -1.0008 -3.0718
H -2.8012 3.1275 -5.0359
C 3.5223 1.8274 -0.7921
H -4.2553 -1.5475 -1.0902
C -1.0930 1.8749 1.0942
H 4.2407 3.8742 -0.4890
C -0.7168 -1.3750 -1.7101
H -1.0278 -5.5001 1.3117
H 4.0484 -2.0045 -4.1482
C -0.5896 0.2475 -3.5560
Br 1.0888 -1.2657 -0.5096
H -3.7113 5.8160 -1.7083
C 4.4328 -1.6579 -3.1808
H 2.7110 2.0068 -1.5187
C -2.1164 3.5968 -2.3741
H 5.4910 -1.3938 -3.3132
C 4.1582 -1.0260 0.0985
H -1.4476 -2.9205 0.8193
H 3.0846 1.7666 0.2173
H -0.2404 0.5256 -4.5610
H -0.6228 2.9674 -3.8342
Pb 0.1765 3.6015 -1.4193
C -1.8953 0.0828 2.5990
H -1.2079 5.1810 1.1671
H 4.9431 3.0605 -1.9064
H -2.5628 -5.1669 0.4653
C -0.1311 -3.9357 -2.6467
C -1.9583 0.7158 -1.6164
C -1.6887 1.5389 2.3065
O -1.9562 -0.7986 1.7299
H 0.8145 -3.3851 -2.5462
H 0.0999 -3.6047 0.3621
H 2.5834 -0.7927 -2.4246
H 4.3813 -2.4975 -2.4722
N -1.0939 3.1599 0.6400
C -1.7296 -0.5277 -1.1261
C -5.1085 5.7034 -3.3664
H 4.1016 -2.0001 -0.4085
C 5.2446 -1.0891 1.1782
C -1.6721 3.8828 2.8552
H -2.2187 -0.8781 -0.2160
H -2.1293 -1.2413 4.1185
H -3.3297 -4.2809 -1.9400
H -3.6243 -2.6528 0.1355
C -0.9793 -3.6648 0.1569
H -2.4049 3.5710 -1.3071
H -0.5803 1.1354 0.4759
H -2.3630 2.3390 4.2185
H -3.2000 -2.8394 -2.9277
C 4.6032 2.9191 -0.8722
C -1.4636 -5.0992 0.3832
H -1.6020 -4.4964 -4.1487
C -4.6168 4.2986 -5.1260
*
```



3.
A single C4H5N5 molecule at a distorted geometry. Source: OMol25; level of theory: ωB97M-V/def2-TZVPD.

The HOMO energy (alpha / beta) is -8.873 / -9.083 eV.

```
! RIJCOSX wB97M-V def2-TZVPD def2/J DEFGRID3
* xyz 0 1
N 2.5219 1.0874 -2.4073
H 2.4894 2.0483 -2.7274
H 0.8190 1.3663 -1.1454
N 1.6003 -0.5258 -1.0833
N 0.7999 -0.8158 -0.2196
H -2.6345 1.1621 0.8994
H -0.6828 -2.4226 2.0452
C -0.6209 -1.5693 1.3826
C -1.6646 0.6683 0.7022
H -2.2850 -0.6982 2.2301
N 0.4256 -1.7197 0.4980
C -1.5307 -0.5837 1.4655
C 1.6378 0.7503 -1.5829
N -0.8754 1.2524 -0.0573
*
```



4.
A molecular structure, C29H36N2O2P2Pb at a distorted geometry. Source: OMol25; level of theory: ωB97M-V/def2-TZVPD.

The HOMO energy (alpha / beta) is -15.994 / -15.994 eV.

```
! RIJCOSX wB97M-V def2-TZVPD def2/J DEFGRID3
* xyz 3 2
H 1.5281 -4.5319 -0.5348
H -3.9953 2.4250 4.1296
H 5.3214 0.9102 4.2727
C 1.5372 3.2990 -0.8539
C -2.3329 1.1003 3.7940
H -1.5359 2.3254 -1.7317
C 4.2775 0.6248 4.1165
H 2.9484 0.0386 -0.0025
H 0.2743 -2.1505 9.1991
C -2.8030 -1.2687 4.0849
C 0.1923 -1.8705 8.1485
H 0.4600 -1.9811 -4.8407
H -2.5147 -0.3167 -1.2838
C -4.1378 -0.9791 4.3627
H 1.3150 4.3403 -1.1639
H 1.1778 2.0303 3.7434
H -4.8417 -1.7905 4.5556
H 4.7112 -1.4943 3.9930
H 2.6089 -3.1017 -0.4744
C 3.9373 -0.7225 3.9722
C -1.8882 -0.2241 3.8468
C -3.6635 1.3843 4.1175
N 0.2941 2.5174 -0.6846
C 0.3113 -1.0942 -2.8834
C 0.2817 -2.3224 -2.2024
C 0.1839 0.1660 -4.9641
Pb 1.1057 0.1270 0.1886
P 0.2603 -2.4488 -0.4454
P -0.1544 -0.6508 3.3959
C -4.5666 0.3535 4.4043
H -1.4676 2.5612 0.4834
C -1.2171 -3.4396 -0.0311
C 1.6050 -0.0937 3.7851
C -0.0409 1.3223 -4.2095
C 3.2883 1.6128 4.0310
H 2.0721 3.3320 0.1064
N 0.2410 0.0913 -2.1722
H 0.2072 -3.2231 -2.8277
C 1.6856 -3.5453 -0.0750
H 0.3111 -3.9131 7.4399
O -0.1899 0.1380 2.0200
H -5.6065 0.5879 4.6530
H -2.4556 -2.3043 4.0796
H -0.2229 2.2931 -4.6615
H 0.1118 -3.2665 5.0247
C -0.0481 1.2319 -2.8166
H -0.3299 3.3504 -2.5540
H 0.2082 0.2135 -6.0537
H 0.0651 0.2514 8.5687
C -0.4621 2.4205 -1.9699
C -0.0420 -0.1638 6.4377
H -2.0747 -3.0939 -0.6299
H -1.0331 -4.5044 -0.2518
H -1.4474 -3.3195 1.0399
H 0.0229 3.1281 1.3194
C -0.0287 -1.1679 5.4950
O -2.2440 -0.1511 -0.3631
C 0.0711 -0.5195 7.7968
C 0.0977 -2.5039 5.8056
C 0.2103 -2.8635 7.1623
C 2.6053 -1.0840 3.7847
H 3.5632 2.6679 4.0895
H 2.1808 2.8354 -1.6119
H 2.3303 -2.1349 3.6554
H -0.7827 4.1903 0.1126
H -2.9004 -0.6487 0.1611
C 1.9468 1.2564 3.8381
C -0.5367 3.1405 0.3712
H -0.1307 0.8904 6.1596
C 0.3486 -1.0386 -4.3068
H 1.7829 -3.6547 1.0149
H -1.6460 1.9079 3.5307
*
```



5.
2 unconnected molecules or ions with the total composition C4H13NOS. Source: OMol25; level of theory: ωB97M-V/def2-TZVPD.

Its SMILES is CN[C@@H](C)CS.O. The HOMO energy is -8.704 eV.

```
! RIJCOSX wB97M-V def2-TZVPD def2/J DEFGRID3
* xyz 0 1
H -0.7595 0.1981 -1.8816
H -0.7993 -2.1405 -2.8061
C -0.9019 -0.2710 -0.9123
H 0.5389 1.8837 0.6307
H 1.1628 -0.3584 -0.3638
N -1.2040 0.7664 0.0510
C 0.3723 -1.0593 -0.5718
H -2.2721 -1.7857 -0.1511
H -1.2997 0.3694 0.9722
S -2.1050 -2.2319 -2.5478
H -2.9929 -0.5329 -1.1615
H 0.6700 -1.7187 -1.3859
H 4.7664 1.5505 4.1242
C -0.3480 1.9628 0.0014
O 3.9519 1.0236 4.0625
C -2.1186 -1.1848 -1.0505
H -0.0241 2.0722 -1.0423
H -0.9433 2.8274 0.2860
H 0.1800 -1.6825 0.3068
H 4.1259 0.3117 3.4400
*
```



6.
7 unconnected molecules or ions with the total composition C29H46NO13 at a distorted geometry. Source: OMol25; level of theory: ωB97M-V/def2-TZVPD.

The HOMO energy is -11.053 eV.

```
! RIJCOSX wB97M-V def2-TZVPD def2/J DEFGRID3
* xyz 1 1
H -1.3303 -2.9763 1.3484
H 2.8427 2.0607 -4.3516
H 2.8687 -3.0293 0.6574
C -0.8293 2.6777 3.2584
H 2.9077 -0.7293 1.2424
C 1.8567 -0.3043 1.0344
H 0.9217 -1.1853 2.5034
O -2.9823 -1.1433 0.1204
C 1.1457 -3.2543 -7.1236
O 0.1207 -4.0063 -9.3266
C -3.5633 -2.9293 2.9144
H -0.2993 -0.9893 1.2824
O 1.4467 0.8867 -2.2136
H 2.1697 -3.4933 2.2814
C 5.6127 3.5807 1.8164
O 1.6937 1.0097 1.6944
C -3.0543 0.0237 -0.3646
H 4.9687 4.9707 0.1784
H -2.1663 -4.2253 -7.7056
H -4.0243 1.1357 4.9304
C -4.7613 -2.3703 2.3524
O 2.2667 -3.1333 -7.7356
H -0.2293 -1.9433 -1.0656
H 0.2587 2.6357 3.3934
C -1.4443 -3.7943 -7.1646
O -1.0963 4.2377 1.4534
O -4.7743 0.8897 4.3374
H 1.9917 -3.0403 -5.1246
O -3.2713 -4.1853 2.8184
H -1.2723 1.9617 2.5194
H 0.1947 2.4827 -0.8396
H -1.3583 -3.5543 -3.5396
C 1.0527 -3.2993 -5.8006
H 0.8177 4.1657 -1.4366
C -0.8013 4.0627 2.6514
H 1.3557 -1.9643 -0.9276
H -2.3153 1.0867 -2.0896
H 3.6857 2.8787 -3.1376
H -1.8403 -2.7103 4.2724
H -0.1433 -3.4133 2.8334
C -1.4733 -3.6883 -5.7116
C -3.0813 1.2527 0.4154
H -4.1073 -4.5243 2.4054
C 1.7807 2.0247 -2.3216
C 0.4877 -2.4973 -0.6486
C -0.2443 -3.5403 -4.9746
H -6.1853 -0.4583 2.4284
H 3.7907 4.6807 1.3314
C -0.6193 5.2267 3.6094
C 0.7427 -1.1853 1.4774
C -0.0863 -3.6403 -7.9396
C -3.0163 0.2837 -1.9236
H 1.9547 -0.1323 -0.0496
O -2.2973 -0.0413 4.9224
H -1.5963 5.2387 4.1964
C 6.6957 3.8087 3.0194
H -3.8543 0.7967 -2.1976
C -2.7213 -2.0933 3.9004
H 2.2867 3.6847 -3.6216
C 1.0897 3.0677 -1.2746
C -5.1663 -0.9553 2.6594
H 0.5667 -3.5373 -1.2696
H 7.0307 4.8417 3.1754
H -2.1033 1.9757 0.4614
C -4.3493 -0.2353 3.7214
H 2.4617 1.7297 1.4324
C 2.7027 2.6697 -3.3846
H 1.9247 -4.3323 0.7304
H -0.4953 -4.2683 1.1584
C -0.2723 -3.2923 1.5744
O -2.5693 -3.4743 -5.1866
H 6.1497 3.5087 4.0464
H -3.8423 1.8197 0.0624
O -0.4503 -3.4513 -3.6186
H -0.7123 -4.0033 -9.7596
C 4.7817 4.7597 1.2704
H 5.1557 5.4897 1.8404
O 5.3067 2.4807 1.5114
H -0.6183 6.0977 3.1144
C 1.9617 -3.3683 1.2604
H -2.8533 -0.4083 -2.6346
H 0.1777 5.1037 4.2824
H 1.7587 2.9917 -0.4396
O -5.4503 -3.0543 1.5964
H -3.0933 0.9847 1.4134
H 7.6077 3.3477 2.7334
C -3.0683 -0.7673 4.2684
H -1.4143 2.5957 4.0974
N 0.7087 -2.5853 0.8904
*
```



Result set for energy relative to the best compared isomer or geometry (same formula, charge and spin): 55.77 0.00 122.91 42.11 18.08 42.61 kcal per mole, one per record in the order listed.